[1]
Formula: C44H107N17O4P4
Source: the Open Molecules 2025 dataset
Level of theory: wB97M-V/def2-TZVPD

- molecular weight (g mol⁻¹) = 1062.35
- energy above the lowest of the compared OMol25 structures with the same formula, charge and spin (kJ/mol) = 0.0
- E_tot (Ha) = -4338.023209
- gap between HOMO and LUMO (eV) = 8.8
- max |F| (eV/Å) = 4.2
- highest occupied orbital energy (eV) = -8.37

XYZ file:
```
176
C44H107N17O4P4 (wB97M-V/def2-TZVPD)
N 9.26 17.14 25.76
H 11.50 19.70 18.47
H 6.96 14.64 16.40
H 8.29 14.63 27.12
O 8.89 6.74 24.90
H 12.91 11.53 26.23
C 5.54 13.22 19.21
C 15.49 18.38 19.25
H 15.83 16.50 24.81
C 17.39 12.81 19.90
C 6.71 12.42 18.85
C 12.02 7.02 25.57
N 10.75 13.62 15.32
C 13.81 15.04 23.75
C 13.09 12.21 25.36
H 17.56 13.26 27.98
H 13.08 15.87 23.98
N 10.07 16.06 15.19
C 10.80 14.22 21.16
H 9.53 11.93 14.78
C 6.75 15.37 23.02
H 9.54 11.00 23.42
H 7.32 9.28 22.64
H 5.78 15.62 22.67
H 11.87 16.05 19.00
H 7.94 12.93 27.03
H 7.60 17.34 22.67
H 5.26 9.80 18.76
C 11.63 8.38 23.46
P 9.54 8.05 25.14
C 11.94 11.72 21.32
C 14.49 20.54 19.89
H 11.28 15.44 13.55
H 5.66 11.52 16.96
N 11.88 18.12 19.68
H 6.95 16.37 20.32
H 9.24 13.44 13.18
H 10.11 18.00 15.85
H 17.90 12.65 26.24
H 7.04 9.68 18.95
C 7.90 16.25 20.87
H 7.37 7.95 26.61
H 7.42 13.14 18.39
H 15.36 13.60 28.73
H 8.27 11.11 24.73
H 6.20 9.18 17.58
H 15.28 17.28 19.28
C 10.90 11.90 20.20
C 8.29 13.83 13.39
H 10.02 11.33 20.47
H 16.96 11.65 27.41
N 14.57 14.77 24.99
H 12.79 12.44 21.15
C 9.38 17.23 15.57
H 17.83 12.96 18.91
H 12.24 11.98 24.64
C 12.06 13.95 15.86
H 11.53 17.27 22.87
C 6.85 14.42 15.33
H 11.23 7.63 22.82
C 9.35 13.59 25.49
C 15.98 12.46 19.70
H 9.10 9.15 22.01
H 11.23 11.55 14.94
H 10.64 18.48 21.91
H 14.12 14.05 27.47
H 13.76 21.06 20.51
H 18.38 14.42 20.85
H 8.36 15.31 20.54
C 16.64 15.18 19.98
H 11.39 18.96 23.46
C 9.16 10.59 24.35
H 11.29 11.56 19.30
H 8.62 17.01 20.56
H 14.51 12.37 27.87
H 16.62 16.17 20.43
H 7.21 11.89 19.68
H 10.10 19.30 19.47
H 9.91 12.66 25.25
C 10.40 12.19 15.35
H 7.55 13.05 13.20
H 14.33 16.75 25.67
N 14.83 12.39 19.59
H 11.83 7.05 26.64
H 11.17 17.18 13.85
H 11.45 11.99 22.26
N 14.43 19.03 19.98
C 17.16 12.70 27.08
H 12.22 15.05 15.86
H 8.76 17.66 14.78
C 8.80 13.70 26.87
C 6.95 13.97 22.72
H 16.89 13.96 21.69
C 15.09 16.02 25.56
H 9.81 16.28 13.03
N 12.74 18.89 21.99
H 9.63 13.48 27.57
H 12.32 13.56 16.88
N 10.95 14.90 22.07
C 8.34 8.87 22.80
H 14.42 20.77 18.84
C 6.24 9.93 18.28
H 17.83 11.97 20.37
C 11.34 17.00 18.81
H 6.16 13.54 15.23
C 11.23 19.36 19.42
C 7.78 16.34 22.36
H 14.47 19.87 22.30
H 8.75 16.10 22.77
H 12.81 13.52 15.16
H 13.27 14.21 23.31
H 10.48 9.11 28.43
C 10.25 14.78 25.23
N 14.40 12.10 24.82
H 10.23 11.98 16.38
H 7.63 9.45 27.65
C 9.65 16.09 25.47
H 14.42 15.43 22.92
N 8.87 9.15 24.19
H 15.58 18.72 18.20
H 11.13 14.75 25.85
H 15.55 14.90 19.89
C 6.46 11.28 17.69
H 13.08 7.35 25.53
H 6.80 15.47 24.16
C 11.50 18.37 22.56
H 7.40 11.28 17.13
H 8.21 7.89 28.27
O 16.72 13.04 24.32
N 15.93 13.33 26.71
C 8.06 8.46 27.33
H 11.37 20.05 20.24
C 17.36 14.14 20.70
C 14.92 13.37 27.71
P 15.48 13.31 25.10
H 9.46 13.52 19.77
H 13.39 19.94 23.66
H 15.49 20.93 20.25
P 9.48 14.67 15.72
H 9.89 10.71 25.15
N 9.35 8.65 26.70
H 16.44 18.48 19.74
H 11.12 9.73 26.94
C 10.17 9.50 27.45
N 8.18 14.12 14.83
H 10.24 16.85 18.95
C 14.81 10.73 24.48
O 13.67 16.64 20.83
H 9.69 10.47 27.70
C 10.56 13.35 19.97
N 11.20 8.06 24.83
H 11.59 17.33 17.76
C 13.82 19.24 22.91
H 12.83 13.20 25.78
H 8.26 7.79 22.73
O 9.02 14.78 17.16
H 10.55 14.66 24.20
H 15.85 10.55 24.82
H 15.59 15.81 26.50
H 11.18 9.34 23.26
H 11.93 6.06 25.06
H 17.05 15.26 18.97
H 6.33 15.22 14.79
H 8.51 13.61 24.75
H 12.71 8.43 23.47
N 4.56 13.81 19.39
H 11.18 13.73 19.15
P 13.27 18.02 20.64
H 8.15 14.74 12.88
H 14.40 18.38 23.31
H 14.15 10.19 25.11
H 8.79 17.11 16.46
N 7.15 12.87 22.49
H 14.60 10.43 23.42
C 10.61 16.21 13.82
H 12.30 10.73 21.33
```

---

[2]
Formula: C44H110MnO22
Source: the Open Molecules 2025 dataset
Level of theory: wB97M-V/def2-TZVPD

- spin multiplicity = 7
- molecular weight (g mol⁻¹) = 1046.28
- charge = -1
- E_tot (Ha) = -4548.141702
- gap between HOMO and LUMO (spin up / spin down) (eV) = 3.2 / 6.7
- max |F| (eV/Å) = 3.0
- highest occupied orbital energy (spin up / spin down) (eV) = -1.33 / -4.82

XYZ file:
```
177
C44H110MnO22 (wB97M-V/def2-TZVPD)
H 7.96 -24.31 27.68
O 10.05 -31.63 26.51
O 6.03 -29.67 21.57
H 11.04 -28.45 21.03
H 8.84 -30.31 30.52
H 7.65 -23.64 25.21
H 8.45 -28.27 22.15
H 6.68 -34.53 27.63
H 12.55 -30.79 21.60
H 10.97 -27.94 25.45
O 10.71 -27.25 19.35
H 8.68 -26.31 29.06
H 7.75 -28.91 30.61
H 9.12 -30.68 24.93
H 11.23 -34.50 23.61
Mn 4.27 -30.06 20.50
H 3.07 -37.07 26.73
C 10.47 -31.89 23.97
O 7.31 -30.38 16.46
H 9.05 -24.23 16.95
H 10.53 -26.38 24.73
O 5.89 -32.97 26.60
H 10.51 -31.99 19.59
H 7.43 -30.03 23.11
H 11.50 -28.20 29.62
H 5.61 -24.01 20.56
C 7.55 -27.97 22.68
H 11.61 -32.93 26.52
C 6.74 -31.27 17.43
C 11.19 -25.24 29.85
H 10.57 -33.65 22.18
H 6.50 -27.87 26.11
H 11.87 -25.90 29.32
H 6.39 -18.35 20.82
C 7.42 -31.39 18.76
H 7.08 -27.09 22.25
H 10.15 -31.29 23.12
C 2.16 -27.92 21.97
H 5.71 -29.69 15.42
H 7.19 -30.44 19.24
H 4.67 -34.75 29.15
H 1.54 -27.86 26.91
O 8.77 -31.84 18.66
C 5.60 -18.63 21.51
H 3.83 -33.86 28.02
C 3.30 -30.07 25.36
H 1.80 -28.25 22.94
H 8.02 -28.06 17.34
C 13.44 -27.87 24.87
O 4.43 -35.57 27.18
H 2.76 -29.62 18.05
H 10.77 -30.17 25.25
H 2.53 -27.94 18.37
O 4.32 -25.98 17.97
H 7.04 -30.43 28.69
C -0.89 -27.73 27.40
H 9.77 -27.79 16.98
C 3.28 -36.33 27.50
C 4.31 -22.04 22.16
H 0.18 -30.06 26.42
C 7.87 -29.73 28.61
C 3.27 -26.91 21.92
H 7.26 -29.62 14.56
H 5.85 -28.21 17.57
H 9.54 -34.83 22.98
H 6.02 -29.15 23.51
H 4.25 -27.37 21.95
O 4.43 -28.94 18.83
H 3.43 -36.78 28.48
C 5.99 -33.70 27.77
H 3.40 -20.09 22.54
C 6.74 -29.29 22.71
C 9.32 -25.76 28.37
H 3.23 -26.22 22.76
H 6.86 -31.83 25.25
H 5.96 -18.56 22.54
H 8.12 -25.10 24.45
C 13.42 -30.20 21.91
C 11.14 -27.27 24.61
H 5.03 -26.25 19.84
H 13.05 -28.62 25.56
C 5.28 -26.56 18.82
C 5.53 -28.06 18.60
H 11.88 -24.46 30.17
H 2.50 -35.57 27.51
C 10.11 -31.03 25.24
H -0.34 -27.15 28.14
H 10.83 -27.85 23.74
H 3.02 -24.45 17.49
H 3.42 -29.09 24.90
C 8.50 -29.41 30.00
H 6.45 -31.21 14.88
H 10.85 -25.77 30.74
H 1.23 -27.42 21.70
H 7.64 -31.75 26.91
H 7.29 -29.48 26.11
H 7.72 -25.81 26.77
C 8.92 -27.48 17.58
H 5.76 -29.12 26.97
O 5.16 -19.95 21.37
C 9.34 -27.60 19.09
H 14.28 -30.85 22.08
C 10.33 -34.09 23.14
H 9.64 -24.91 18.50
O 9.76 -33.10 23.97
C 6.66 -30.21 15.25
H 9.17 -28.64 19.38
H 14.19 -27.29 25.42
H 12.04 -27.03 20.92
H 11.08 -29.82 29.85
H 13.66 -29.47 21.14
C 3.66 -24.77 18.32
H 5.76 -30.96 17.79
H 6.24 -26.09 18.59
O 7.39 -28.52 28.01
C 0.92 -29.62 25.76
C 0.98 -28.11 26.01
H 14.85 -29.09 23.85
H 14.16 -27.79 22.83
C 9.41 -25.12 17.46
C 11.31 -32.03 27.06
H 4.94 -24.51 22.14
H 12.07 -31.25 26.89
H 6.33 -33.12 28.63
H 8.60 -30.17 27.93
H 10.29 -26.88 21.33
H 1.46 -27.58 25.18
C 10.69 -28.90 29.40
H 7.86 -33.09 25.85
O 10.09 -24.76 29.04
H 3.72 -22.48 22.96
H 6.81 -32.24 16.95
C 8.47 -25.16 27.21
H 6.93 -32.13 19.40
C 13.94 -28.57 23.56
C 4.39 -20.53 22.46
C 9.50 -31.69 19.87
H 10.61 -28.96 28.32
H 4.95 -20.38 23.39
H 9.15 -32.40 20.61
C 6.75 -28.74 26.72
O 9.26 -24.66 26.12
O 9.46 -28.42 30.00
C 7.12 -32.36 26.17
H 8.70 -26.97 19.70
H 9.13 -23.71 24.29
O 8.45 -26.15 17.22
C 11.03 -27.40 20.73
H 3.19 -26.32 21.00
C 5.67 -23.88 21.64
H 4.78 -17.93 21.35
H 6.68 -24.29 21.73
H 11.31 -32.33 28.10
O -0.34 -27.64 26.10
C 4.71 -34.50 28.09
H 9.50 -30.65 20.19
H 4.20 -30.23 25.95
C 8.52 -24.25 25.01
H 3.16 -24.94 19.27
H -1.05 -28.72 27.82
H -1.86 -27.25 27.43
O 2.50 -29.09 21.25
H 3.44 -30.68 24.46
H 4.38 -23.96 18.44
C 3.27 -28.66 18.03
H 10.00 -26.50 27.94
H 6.34 -28.48 19.20
H 10.37 -25.29 16.97
O 12.97 -29.48 23.04
H 11.55 -32.03 23.92
O 5.62 -22.54 22.04
H 7.93 -27.75 23.67
H 3.75 -22.06 21.22
H 3.54 -28.47 16.99
O 12.47 -26.83 24.60
H 0.69 -29.81 24.71
O 2.13 -30.22 26.14
```